Entry from the OMol25 dataset: a molecular structure, C38H54I2N6O7S3SiSn (the ωB97M-V functional and the def2-TZVPD basis).

Its spin multiplicity is 1. As for the highest occupied orbital energy: -2.0 eV. As for the net charge: -2.

Each line ends with the Mulliken charge.
Positions of all 112 atoms, in Å:
1 Sn -0.93917 0.89558 1.71045  1.889
2 C -3.51872 3.39079 0.72383  -1.040
3 N -2.08146 3.51027 0.92179  1.643
4 C -1.73475 4.35429 2.07023  -1.169
5 C -2.15038 3.74251 3.40382  -1.303
6 N -1.26945 2.67973 3.88175  1.122
7 C -1.88408 2.01494 5.04370  -1.057
8 C 0.08067 3.05255 4.20518  -0.197
9 C 0.42290 4.34738 4.57919  -0.241
10 C 1.72684 4.68260 4.92607  -1.022
11 C 2.70702 3.70365 4.90933  -0.660
12 C 2.37658 2.40585 4.54059  -0.737
13 C 1.07374 2.05051 4.17925  0.360
14 S 0.73803 0.38230 3.70927  -0.552
15 C -1.35363 3.85120 -0.25695  -1.185
16 C -1.95375 4.52907 -1.31647  0.013
17 C -1.26047 4.81279 -2.48729  -0.951
18 C 0.06450 4.42013 -2.60699  -0.715
19 C 0.67778 3.75261 -1.55449  -0.646
20 C -0.00533 3.45702 -0.36973  0.965
21 S 0.85534 2.62587 0.91978  -0.443
22 H -4.02154 4.37161 0.66769  0.431
23 H -3.96548 2.82839 1.54131  -0.207
24 H -3.70701 2.82943 -0.18869  0.193
25 H -2.22316 5.33918 1.97321  0.174
26 H -0.65698 4.51327 2.06337  0.684
27 H -3.13639 3.28732 3.30398  0.739
28 H -2.26042 4.54545 4.14890  0.207
29 H -1.96477 2.71259 5.89053  0.288
30 H -1.27353 1.16230 5.33447  0.278
31 H -2.88096 1.65474 4.78767  0.182
32 H -0.33430 5.12198 4.59673  0.276
33 H 1.96344 5.70424 5.20088  0.367
34 H 3.72934 3.94876 5.17588  0.373
35 H 3.13863 1.63680 4.50315  0.392
36 H -2.98628 4.84498 -1.23366  0.360
37 H -1.75637 5.33923 -3.29487  0.372
38 H 0.61676 4.61900 -3.51875  0.369
39 H 1.70748 3.42507 -1.63327  0.341
40 O -3.26820 -0.74947 -1.25955  -0.377
41 C -2.47731 0.23325 -1.74769  -0.322
42 O -1.89162 1.07946 -1.13245  0.381
43 C -2.33003 0.11490 -3.23535  0.475
44 C -2.69842 -1.03034 -3.92400  -0.303
45 C -2.55895 -1.11182 -5.31258  -1.258
46 C -2.05969 -0.00517 -5.94854  0.882
47 O -1.84590 0.17374 -7.29442  -0.532
48 C -1.36512 1.50890 -7.44216  -0.306
49 O -1.23454 2.08320 -6.15083  -0.527
50 C -1.69395 1.13588 -5.26064  1.408
51 C -1.80534 1.23197 -3.90153  -0.815
52 H -3.08989 -1.87058 -3.36669  0.532
53 H -2.83381 -2.00048 -5.86568  0.392
54 H -2.07724 2.08921 -8.03474  0.240
55 H -0.39399 1.49386 -7.94002  0.258
56 H -1.50039 2.10911 -3.34019  -0.052
57 I -4.52555 0.25841 2.66957  0.009
58 I -6.17421 0.51491 5.38275  -0.737
59 N -2.74119 -2.87584 1.79974  0.035
60 C -3.95298 -2.83811 1.20203  0.396
61 N -4.85131 -3.81178 1.61385  -0.587
62 N -4.33098 -2.00800 0.29158  -0.662
63 C -3.72313 -0.79436 0.08484  0.746
64 N -3.65043 0.25746 0.79584  -0.571
65 H -2.47180 -3.71344 2.28397  0.315
66 H -1.97187 -2.34558 1.39268  -0.519
67 H -4.71456 -4.08635 2.57503  0.221
68 H -5.79994 -3.51852 1.44267  0.258
69 C 2.89183 -1.73749 -3.67805  -2.197
70 C 1.75664 -1.54414 -2.67744  2.080
71 C 1.39000 -0.06456 -2.58517  -1.319
72 C 0.54601 -2.37166 -3.11167  -0.916
73 O 2.26891 -1.99556 -1.42169  0.410
74 Si 1.54460 -2.43327 0.00704  -2.507
75 S -0.26715 -1.48456 0.35408  0.924
76 O 1.14931 -4.04831 -0.05973  -0.594
77 C 1.93093 -5.23016 0.06225  1.824
78 C 2.33813 -5.45803 1.51983  -1.364
79 C 3.17083 -5.15511 -0.83278  -1.271
80 C 1.02849 -6.36870 -0.39994  -1.841
81 O 2.77133 -2.33848 1.08856  0.674
82 C 3.81396 -1.39676 1.34993  2.182
83 C 5.02589 -1.78453 0.50291  -1.794
84 C 4.13025 -1.51636 2.83461  -1.837
85 C 3.37038 0.02297 1.03141  -0.829
86 H 2.58430 -1.39512 -4.67041  0.369
87 H 3.16702 -2.79459 -3.73429  0.404
88 H 3.76843 -1.16546 -3.36256  0.392
89 H 0.99091 0.29071 -3.54060  0.553
90 H 2.27039 0.53007 -2.32457  0.409
91 H 0.63670 0.09017 -1.80926  -0.143
92 H 0.23171 -2.08699 -4.11968  0.426
93 H -0.28396 -2.21185 -2.41971  -0.139
94 H 0.80060 -3.43647 -3.09718  0.229
95 H 2.90515 -4.60195 1.88209  0.017
96 H 2.94330 -6.36486 1.61093  0.448
97 H 1.44359 -5.55700 2.14066  0.314
98 H 3.80564 -4.32307 -0.52122  0.055
99 H 2.86962 -4.98239 -1.86942  0.203
100 H 3.74473 -6.08442 -0.77485  0.533
101 H 0.11847 -6.38201 0.20408  0.327
102 H 1.53788 -7.33172 -0.30270  0.402
103 H 0.74540 -6.21633 -1.44474  0.369
104 H 5.36612 -2.79177 0.76234  0.332
105 H 5.84745 -1.08129 0.66748  0.461
106 H 4.74641 -1.76714 -0.55354  0.112
107 H 4.47004 -2.52954 3.07085  0.396
108 H 3.22587 -1.30347 3.40966  0.296
109 H 4.91095 -0.80374 3.11674  0.388
110 H 3.09880 0.11415 -0.02253  -0.092
111 H 4.16773 0.73575 1.25713  0.594
112 H 2.49812 0.28461 1.63284  -0.150

Forces on the atoms, in the same order (eV/Å):
0.151 0.294 0.352
-0.012 0.056 0.013
-0.066 0.124 -0.087
-0.002 -0.100 0.077
0.032 0.020 -0.038
0.079 0.104 0.059
-0.037 -0.088 -0.059
0.036 -0.003 0.040
-0.038 -0.003 -0.037
-0.022 -0.024 -0.041
-0.039 -0.038 0.007
-0.087 0.083 0.005
0.069 -0.068 0.079
0.123 0.109 0.008
0.076 0.049 -0.039
-0.026 0.012 0.035
0.063 0.004 0.017
0.006 -0.028 0.057
-0.134 0.038 0.073
0.083 0.043 -0.057
0.032 -0.185 -0.117
0.038 0.013 -0.013
0.024 0.058 -0.052
0.005 -0.006 0.056
-0.030 -0.014 -0.031
0.023 0.011 -0.027
-0.017 0.037 0.079
0.001 -0.004 0.017
-0.007 -0.002 -0.045
0.002 0.018 -0.002
0.045 0.028 -0.004
-0.006 -0.036 -0.013
0.014 -0.022 -0.004
-0.007 -0.019 -0.029
-0.005 0.000 0.003
0.013 -0.053 0.021
-0.004 -0.027 0.000
-0.001 -0.006 0.013
-0.017 -0.009 -0.032
0.029 0.323 -0.105
0.242 -0.417 0.006
-0.157 0.074 0.040
-0.219 0.023 0.021
-0.059 -0.033 -0.011
-0.025 -0.100 -0.008
-0.014 0.052 -0.045
0.032 -0.006 -0.063
-0.010 -0.018 0.075
0.052 0.019 -0.039
0.003 0.021 0.008
0.083 0.078 0.111
-0.002 0.029 -0.022
0.012 0.016 0.038
-0.099 0.012 0.022
0.079 -0.050 0.035
-0.035 -0.034 -0.050
-0.299 -0.218 -0.087
-0.084 0.021 0.280
-0.382 0.060 0.010
0.285 0.139 0.105
0.054 -0.163 -0.023
-0.215 0.309 0.082
0.169 0.391 0.398
-0.181 -0.907 -0.854
-0.019 0.008 0.069
0.120 -0.082 -0.045
-0.029 -0.006 -0.008
-0.037 0.030 -0.039
0.053 -0.023 0.015
-0.070 0.017 -0.001
-0.029 -0.019 0.101
0.052 -0.056 0.199
0.041 0.033 -0.068
-0.417 -0.037 -0.244
0.617 0.090 -0.139
0.192 -0.122 0.140
0.076 0.059 -0.093
-0.096 0.155 -0.040
-0.069 0.130 0.050
-0.052 0.009 -0.055
0.014 -0.124 0.170
0.087 0.101 -0.064
-0.081 -0.020 -0.062
-0.081 -0.075 0.062
-0.177 -0.042 -0.058
0.032 -0.018 0.031
-0.005 0.048 -0.009
-0.034 -0.033 -0.014
0.036 -0.004 0.036
-0.030 -0.028 -0.026
0.020 0.028 -0.043
0.000 -0.001 0.036
0.023 -0.016 -0.055
-0.014 0.055 -0.044
0.039 -0.020 0.008
-0.043 0.013 0.010
0.052 -0.024 -0.026
0.006 -0.049 -0.030
0.030 -0.012 0.045
-0.014 0.018 -0.007
0.039 -0.014 -0.037
-0.023 0.014 -0.014
-0.002 -0.026 0.055
-0.011 0.033 -0.009
-0.025 -0.036 0.004
0.045 -0.002 0.041
0.003 0.037 -0.013
0.094 0.041 -0.008
-0.029 -0.041 0.004
0.045 0.043 0.028
-0.002 -0.018 -0.028
0.059 -0.001 -0.034

Entry from the OMol25 dataset: a molecular structure, C38H55As2N4O5PPtTe (the ωB97M-V functional and the def2-TZVPD basis).

Its spin multiplicity is 5. As for the highest occupied orbital energy (alpha / beta): -12.5 / -13.6 eV. As for the net charge: +2.

Each line ends with the Löwdin spin population.
Positions of all 107 atoms, in Å:
1 Pt -1.27052 0.29595 -0.55904  1.451
2 C -5.17451 0.82829 0.03102  0.044
3 As -3.78227 0.58445 -1.29343  0.202
4 C -4.06252 2.02360 -2.55682  0.038
5 C -4.27330 -1.02474 -2.23494  0.024
6 C -5.60867 -1.33200 -2.47835  0.008
7 C -5.94090 -2.48666 -3.17029  0.002
8 C -4.94207 -3.33584 -3.62574  0.001
9 C -3.60923 -3.03566 -3.38529  0.004
10 C -3.26792 -1.88366 -2.68359  0.012
11 As -1.41448 -1.42524 -2.37618  0.117
12 C -0.53041 -3.15262 -2.34304  0.031
13 C -0.88673 -0.63383 -4.06179  0.021
14 H -5.38115 -0.12041 0.52133  0.002
15 H -6.07743 1.18732 -0.46115  0.008
16 H -4.84433 1.56110 0.76367  0.001
17 H -5.01933 1.86960 -3.05360  0.008
18 H -3.25585 2.02931 -3.28515  0.000
19 H -4.06986 2.97052 -2.02253  0.000
20 H -6.39963 -0.67754 -2.13118  0.001
21 H -6.98040 -2.72255 -3.35591  0.000
22 H -5.20204 -4.23395 -4.17034  0.000
23 H -2.84444 -3.71087 -3.74944  0.000
24 H -0.36853 -3.50174 -3.36192  0.005
25 H -1.16901 -3.85883 -1.81687  0.000
26 H 0.42593 -3.07697 -1.83403  0.001
27 H -0.99937 -1.38103 -4.84549  0.004
28 H 0.14036 -0.29062 -3.98383  0.000
29 H -1.53817 0.21215 -4.27312  0.000
30 O -1.24860 2.52151 -1.24597  0.106
31 C -1.02433 3.46325 -0.48676  0.010
32 C -0.88348 3.41594 0.94803  0.008
33 C -0.26027 4.51675 1.54956  -0.001
34 C -0.02987 4.50680 2.89939  0.004
35 C -0.44957 3.44716 3.70042  0.000
36 C -1.09542 2.37540 3.12734  0.010
37 C -1.32834 2.32562 1.74117  0.014
38 O -1.98522 1.30199 1.23735  0.197
39 N 0.68722 5.63974 3.51059  0.000
40 O 0.81827 5.62769 4.71474  0.000
41 O 1.06659 6.52078 2.76579  0.001
42 H -0.89346 4.45349 -0.94469  0.006
43 H 0.06395 5.36530 0.96004  0.000
44 H -0.26102 3.48738 4.76466  0.000
45 H -1.43513 1.55078 3.74054  0.001
46 C 1.12153 -4.75022 5.61261  0.010
47 C 0.28046 -3.93486 4.67835  0.054
48 C -0.73389 -3.11028 5.15396  -0.003
49 C -1.53809 -2.36575 4.30307  0.054
50 C -2.63034 -1.51566 4.89479  0.032
51 C -1.30240 -2.45892 2.91621  0.109
52 Te -2.55321 -1.34371 1.68969  1.099
53 C -0.27873 -3.27738 2.40772  0.044
54 C -0.03736 -3.42623 0.93599  0.021
55 C 0.49017 -4.00151 3.30056  -0.004
56 H 0.97515 -4.45210 6.64880  0.000
57 H 2.18048 -4.65425 5.37065  0.002
58 H 0.86251 -5.80734 5.52630  0.004
59 H -0.90456 -3.04392 6.22217  0.000
60 H -2.48931 -1.41350 5.96899  0.002
61 H -3.61337 -1.96623 4.73581  0.006
62 H -2.65483 -0.50622 4.47758  0.014
63 H -0.15890 -2.47760 0.40430  0.011
64 H -0.73912 -4.14462 0.50271  0.003
65 H 0.96838 -3.79711 0.74307  0.001
66 H 1.27588 -4.64434 2.91788  -0.001
67 O 0.70959 0.50450 -1.66196  0.112
68 P 2.16263 0.69558 -1.23615  0.011
69 N 2.42633 0.17400 0.30310  0.011
70 C 3.00353 -1.13763 0.62428  0.001
71 C 3.06140 -1.10288 2.14717  0.000
72 C 1.81926 -0.29658 2.56386  0.003
73 C 1.43448 0.51627 1.31860  0.029
74 N 2.57294 2.26798 -1.22847  0.001
75 C 2.03869 3.27687 -2.15353  0.000
76 C 2.24066 4.61793 -1.41076  0.000
77 C 3.02022 4.27536 -0.12811  0.000
78 C 3.61546 2.90269 -0.41324  0.001
79 N 3.16995 -0.13204 -2.21701  0.008
80 C 4.35185 0.48641 -2.86991  0.001
81 C 4.68892 -0.47557 -4.01494  0.000
82 C 3.38062 -1.22201 -4.27714  0.000
83 C 2.83431 -1.40317 -2.86801  0.000
84 H 3.98123 -1.24689 0.15969  0.000
85 H 2.35962 -1.95259 0.26991  0.000
86 H 3.97114 -0.58927 2.45824  0.000
87 H 3.07753 -2.10016 2.58504  0.000
88 H 2.02313 0.35184 3.41441  0.001
89 H 0.99936 -0.95769 2.85446  0.000
90 H 1.39671 1.59568 1.47692  0.001
91 H 0.43139 0.21217 0.94478  0.015
92 H 1.00280 3.04934 -2.40027  0.000
93 H 2.61516 3.27822 -3.08464  0.000
94 H 1.28839 5.10099 -1.18163  0.000
95 H 2.79244 5.31568 -2.03788  0.000
96 H 2.34860 4.20762 0.72896  0.000
97 H 3.78214 5.01522 0.10922  0.000
98 H 3.83012 2.30713 0.47103  0.000
99 H 4.53989 3.00004 -0.99482  0.000
100 H 5.17991 0.58163 -2.16604  0.000
101 H 4.09920 1.48192 -3.23584  0.000
102 H 5.45890 -1.17958 -3.69653  0.000
103 H 5.06761 0.05128 -4.88809  0.000
104 H 3.52299 -2.16431 -4.80356  0.000
105 H 2.69624 -0.60162 -4.86208  0.000
106 H 3.33070 -2.24095 -2.36491  0.000
107 H 1.75898 -1.56875 -2.83051  0.000

Forces on the atoms, in the same order (eV/Å):
-0.210 0.341 -0.286
0.005 0.024 -0.050
0.095 0.044 0.053
-0.043 -0.062 0.004
0.043 -0.033 -0.028
-0.013 0.019 0.008
-0.014 -0.020 -0.011
-0.012 0.007 -0.003
-0.010 -0.034 0.010
-0.025 0.064 0.008
0.022 -0.287 0.084
-0.041 -0.007 -0.091
-0.027 -0.035 0.043
-0.005 -0.006 0.021
-0.013 -0.003 0.000
0.030 0.005 0.008
-0.009 0.012 -0.016
0.003 0.004 -0.013
0.014 0.012 0.025
0.017 0.005 -0.001
0.014 0.002 0.001
0.008 0.010 0.008
0.010 0.012 0.008
-0.004 0.015 -0.021
0.017 0.003 0.021
0.017 0.019 0.007
0.010 -0.005 -0.029
0.019 0.011 -0.016
0.008 0.020 0.025
-0.060 -0.016 0.112
0.031 -0.001 0.034
-0.006 0.023 0.003
0.002 -0.043 0.059
0.132 0.050 -0.032
-0.027 -0.063 -0.009
0.040 0.084 0.070
-0.003 -0.068 -0.088
0.012 0.003 0.084
-0.278 0.225 0.053
0.082 -0.094 -0.077
0.075 -0.136 0.003
0.019 0.025 0.001
-0.010 0.000 0.006
0.002 0.002 -0.007
-0.016 -0.005 -0.032
0.016 0.006 0.029
0.000 0.010 -0.042
-0.004 0.025 -0.028
0.017 0.017 0.015
-0.018 0.029 0.028
-0.012 0.044 0.137
0.033 -0.123 -0.155
-0.010 -0.022 -0.055
-0.017 -0.014 -0.060
0.024 0.016 0.033
-0.004 -0.001 -0.011
-0.010 -0.009 -0.004
0.003 0.003 -0.001
0.004 -0.001 -0.014
-0.019 -0.017 -0.001
0.012 0.003 -0.023
0.018 -0.011 -0.013
0.025 -0.005 0.036
-0.004 0.036 0.024
0.007 -0.031 0.002
-0.015 0.008 -0.007
0.140 -0.123 -0.015
-0.005 0.054 -0.087
-0.012 -0.050 0.085
0.013 0.030 0.004
0.015 0.004 0.020
-0.074 -0.049 0.078
0.119 0.003 -0.182
-0.211 0.080 0.183
0.108 -0.030 -0.062
-0.103 0.044 0.011
0.003 0.029 -0.012
0.107 -0.060 -0.109
-0.049 0.088 -0.122
-0.001 -0.034 0.104
0.016 -0.014 -0.018
0.028 0.006 -0.022
-0.010 -0.017 0.051
-0.006 -0.005 -0.011
-0.004 -0.030 0.019
-0.012 0.011 0.003
-0.009 0.000 -0.010
0.015 0.005 -0.012
0.063 0.042 -0.029
0.031 -0.011 0.031
-0.074 -0.052 0.258
0.017 0.016 0.023
-0.049 -0.003 -0.006
0.072 -0.030 -0.018
0.026 -0.018 0.005
-0.020 -0.006 0.009
-0.009 -0.001 -0.002
-0.031 0.029 0.019
-0.011 -0.021 0.012
0.004 0.024 -0.016
0.000 -0.002 -0.026
-0.013 -0.010 0.004
-0.015 0.003 0.000
0.013 0.003 0.016
0.007 -0.002 0.013
-0.011 -0.001 -0.001
-0.018 0.005 -0.028

no.,maximum force (Eh/bohr),electronic energy (a.u.)
1,0.0245,-4629.78860
2,0.0096,-7275.86198